(1)
The following is a quantum chemistry calculation of 8 unconnected molecules or ions with the total composition C33H75BCl2N8O10P, from the Open Molecules 2025 dataset.

Geometry (Å):
C -3.380 5.234 -2.623
C -2.278 5.452 -3.652
O -2.458 4.638 -4.788
C -1.306 3.938 -5.214
C -0.281 4.846 -5.904
C 0.931 4.036 -6.341
C 2.057 4.864 -6.988
C 3.359 5.022 -6.184
C 3.408 5.948 -4.942
B 2.740 7.423 -5.019
C 3.425 8.691 -4.342
O 1.547 7.653 -5.648
C 4.980 6.262 -4.805
C 5.390 6.263 -3.341
P 7.042 5.419 -2.930
O 6.901 4.959 -1.358
Cl 8.210 7.114 -2.842
N 4.150 5.913 -2.581
C 3.277 5.232 -3.598
Cl 1.730 4.729 -2.977
H -2.931 5.143 -1.638
H -4.064 6.071 -2.563
H -3.905 4.306 -2.812
H -1.316 5.284 -3.174
H -2.271 6.501 -3.960
H -1.625 3.221 -5.959
H -0.800 3.438 -4.395
H -0.759 5.264 -6.786
H -0.008 5.611 -5.187
H 0.554 3.371 -7.114
H 1.307 3.385 -5.556
H 1.682 5.806 -7.364
H 2.354 4.302 -7.870
H 3.612 4.023 -5.827
H 4.117 5.335 -6.890
H 2.743 9.529 -4.377
H 3.637 8.517 -3.283
H 4.337 8.980 -4.854
H 0.792 7.668 -5.037
H 5.431 5.366 -5.240
H 5.381 7.052 -5.420
H 5.579 7.306 -3.092
H 6.026 4.626 -1.109
H 4.266 5.244 -1.821
H 3.642 6.730 -2.232
H 3.810 4.300 -3.785
C 7.833 4.039 4.178
O 7.162 4.101 5.186
N 7.629 4.801 3.080
C 8.454 4.691 1.894
C 6.541 5.761 3.101
H 8.681 3.341 4.072
H 8.937 5.649 1.689
H 7.835 4.416 1.039
H 9.221 3.934 2.036
H 6.684 6.474 3.913
H 5.592 5.247 3.267
H 6.508 6.294 2.153
C -2.199 0.639 -4.477
O -1.087 1.127 -4.333
N -3.012 0.288 -3.474
C -4.321 -0.294 -3.709
C -2.563 0.491 -2.104
H -2.631 0.446 -5.472
H -5.093 0.343 -3.268
H -4.369 -1.282 -3.258
H -4.507 -0.392 -4.775
H -2.358 1.551 -1.935
H -1.650 -0.065 -1.929
H -3.326 0.153 -1.411
C -1.604 -2.669 -1.318
O -1.650 -1.860 -0.407
N -1.195 -3.941 -1.197
C -1.170 -4.852 -2.326
C -0.763 -4.414 0.108
H -1.908 -2.410 -2.350
H -1.816 -5.710 -2.129
H -0.153 -5.209 -2.497
H -1.522 -4.346 -3.223
H -1.580 -4.311 0.824
H 0.077 -3.812 0.458
H -0.462 -5.457 0.046
C 1.647 -7.420 2.469
O 1.631 -8.324 1.653
N 0.622 -7.088 3.273
C 0.703 -5.990 4.226
C -0.607 -7.854 3.186
H 2.533 -6.779 2.615
H 0.546 -6.363 5.238
H -0.056 -5.248 4.007
H 1.684 -5.522 4.170
H -0.412 -8.904 3.406
H -1.018 -7.792 2.176
H -1.330 -7.461 3.897
C -2.610 -5.123 5.568
O -1.482 -4.675 5.672
N -3.399 -5.464 6.598
C -4.732 -5.997 6.402
C -2.896 -5.289 7.955
H -3.086 -5.293 4.585
H -5.468 -5.346 6.878
H -4.806 -6.993 6.842
H -4.957 -6.064 5.340
H -2.650 -4.244 8.133
H -1.990 -5.880 8.090
H -3.647 -5.609 8.670
C -6.066 -3.561 -4.978
O -4.971 -3.047 -4.829
N -6.881 -3.931 -3.976
C -8.174 -4.542 -4.219
C -6.447 -3.711 -2.606
H -6.485 -3.771 -5.976
H -8.966 -3.927 -3.787
H -8.211 -5.535 -3.767
H -8.348 -4.637 -5.288
H -6.269 -2.649 -2.436
H -5.516 -4.247 -2.418
H -7.212 -4.063 -1.920
C -1.395 -4.786 11.978
O -2.189 -4.463 11.116
N -1.025 -6.053 12.243
C -0.072 -6.377 13.287
C -1.605 -7.125 11.454
H -0.901 -4.046 12.630
H 0.794 -6.886 12.860
H -0.535 -7.029 14.029
H 0.264 -5.468 13.780
H -1.367 -6.982 10.399
H -2.690 -7.124 11.562
H -1.208 -8.081 11.788

Atoms 1-6, force components in eV/Å:
C 0.393 0.050 0.356
C -0.269 0.382 -0.033
O 0.010 -0.282 0.041
C 0.527 0.921 -0.602
C -0.277 -0.705 0.540
C -0.201 0.470 -0.525

Output
DFT total energy = -102837.48435 eV
molar mass = 856.7 u
E_LUMO = -3.62 eV
charge = +1
2S+1 = 1


(2)
The following is a quantum chemistry calculation of a molecular structure, C24H25AgN3O3, from the Open Molecules 2025 dataset.

Geometry (Å):
C -4.724 2.719 2.094
C -5.777 2.853 1.236
H -4.884 3.056 3.114
H -3.725 2.455 1.793
C -5.769 2.240 -0.079
C -4.750 1.429 -0.443
H -3.873 1.337 0.161
H -4.809 0.886 -1.384
C -6.984 3.659 1.678
H -6.857 3.939 2.730
H -7.922 3.091 1.585
H -7.109 4.589 1.100
C -6.906 2.480 -1.053
H -7.061 3.549 -1.263
H -7.866 2.077 -0.699
H -6.667 1.982 -2.001
Ag 2.063 -0.252 -0.148
O -0.145 0.216 0.028
C -1.160 -0.499 0.172
O 1.029 -2.111 -1.083
C -0.077 -2.536 -0.757
O -0.389 -3.826 -0.908
N -1.175 -1.836 -0.232
C -1.754 -4.054 -0.457
C -2.303 -2.740 0.014
H -1.724 -4.783 0.360
H -2.335 -4.445 -1.298
H -2.551 -2.758 1.081
H -3.181 -2.431 -0.564
C -2.395 -0.044 0.807
C -2.428 0.886 1.805
H -3.309 -0.606 0.596
H -1.792 1.775 1.768
H -3.056 0.676 2.669
C 5.223 -1.317 2.873
C 4.023 -0.972 2.232
N 3.978 -0.642 0.937
C 5.111 -0.631 0.202
C 6.374 -0.974 0.775
C 6.403 -1.314 2.143
C 7.529 -0.966 -0.071
C 7.440 -0.666 -1.414
C 6.195 -0.343 -2.031
C 6.050 -0.065 -3.406
C 4.792 0.217 -3.913
C 3.690 0.233 -3.037
N 3.820 -0.001 -1.731
C 5.023 -0.303 -1.212
H 5.200 -1.582 3.923
H 3.078 -0.965 2.774
H 7.361 -1.572 2.595
H 8.491 -1.212 0.388
H 8.337 -0.673 -2.037
H 6.935 -0.087 -4.040
H 4.627 0.424 -4.964
H 2.683 0.438 -3.407

Atoms 1-6, force components in eV/Å:
C -1.740 1.173 -0.577
C 1.012 0.545 1.740
H 0.376 0.119 -0.080
H -0.336 -0.129 -0.031
C 0.615 -0.853 -1.604
C -1.226 0.776 -0.338

Output
relative energy (zero: lowest compared OMol25 entry of this formula, charge and spin) = 15.9 kcal per mole
DFT total energy = -39898.49626 eV
molar mass = 511.3 u
E_LUMO = -3.25 eV
charge = +1
2S+1 = 1